# C31H62BFO6

A cluster of 6 separate species, C31H62BFO6 in total (ωB97M-V/def2-TZVPD, the OMol25 dataset).

```
101
Properties=species:S:1:pos:R:3:lowdin_charge:R:1
C -8.23 -1.29 1.87 -0.120
C -7.10 -2.15 1.31 -0.255
C -6.03 -2.49 2.36 -0.212
C -5.90 -3.97 2.76 -0.200
C -5.78 -5.01 1.64 -0.209
C -4.38 -5.20 1.02 -0.201
C -4.03 -4.34 -0.21 -0.202
C -3.32 -3.02 0.10 -0.211
C -2.60 -2.38 -1.10 -0.204
C -1.30 -1.71 -0.69 -0.223
C -0.68 -0.84 -1.79 -0.116
B 0.31 0.29 -1.37 -0.262
C 0.42 1.58 -2.29 -0.052
C 1.66 2.41 -2.20 -0.281
O 1.71 3.53 -1.77 0.035
C 1.17 0.12 -0.06 -0.260
F 1.79 1.32 0.34 -0.037
C 2.26 -0.94 -0.26 -0.183
C 2.93 -1.40 1.04 -0.085
H -8.66 -1.75 2.76 0.072
H -7.85 -0.30 2.16 0.071
H -9.03 -1.14 1.15 0.065
H -7.53 -3.06 0.89 0.090
H -6.63 -1.62 0.47 0.103
H -5.06 -2.11 2.05 0.068
H -6.27 -1.94 3.28 0.103
H -5.02 -4.06 3.40 0.106
H -6.75 -4.24 3.39 0.105
H -6.48 -4.79 0.83 0.091
H -6.10 -5.97 2.05 0.101
H -3.62 -5.04 1.79 0.106
H -4.29 -6.25 0.73 0.100
H -3.40 -4.92 -0.88 0.102
H -4.96 -4.13 -0.76 0.114
H -4.04 -2.29 0.48 0.075
H -2.60 -3.18 0.90 0.116
H -2.41 -3.14 -1.87 0.112
H -3.25 -1.63 -1.57 0.115
H -1.49 -1.10 0.20 0.093
H -0.59 -2.48 -0.38 0.119
H -1.48 -0.39 -2.40 0.111
H -0.13 -1.47 -2.51 0.130
H 0.26 1.26 -3.32 0.120
H -0.43 2.22 -2.01 0.128
H 2.58 1.92 -2.59 0.131
H 0.54 -0.18 0.78 0.130
H 1.83 -1.79 -0.79 0.111
H 3.00 -0.50 -0.93 0.118
H 2.46 -0.95 1.92 0.074
H 2.88 -2.48 1.14 0.062
H 3.98 -1.12 1.05 0.069
C 7.13 -3.45 -0.42 -0.028
C 5.65 -3.72 -0.36 -0.499
O 4.84 -3.02 -0.93 0.058
C 5.22 -4.91 0.47 -0.025
H 7.33 -2.58 -1.04 0.084
H 7.53 -3.30 0.58 0.088
H 7.66 -4.31 -0.84 0.072
H 5.56 -4.80 1.50 0.085
H 5.68 -5.82 0.08 0.084
H 4.14 -5.01 0.44 0.077
C 12.02 -2.88 -0.77 -0.023
C 11.34 -3.99 -1.55 -0.498
O 10.14 -4.13 -1.53 0.065
C 12.24 -4.90 -2.35 -0.024
H 11.28 -2.29 -0.24 0.080
H 12.73 -3.31 -0.07 0.085
H 12.58 -2.24 -1.45 0.085
H 12.96 -5.38 -1.69 0.085
H 12.81 -4.32 -3.07 0.085
H 11.65 -5.65 -2.86 0.081
C 0.26 5.29 0.72 -0.013
C -1.22 5.49 0.56 -0.496
O -2.02 5.11 1.39 0.042
C -1.67 6.17 -0.71 -0.013
H 0.46 4.81 1.67 0.084
H 0.64 4.67 -0.09 0.058
H 0.78 6.25 0.67 0.088
H -1.32 5.61 -1.58 0.088
H -1.23 7.17 -0.78 0.075
H -2.75 6.25 -0.74 0.085
C -3.40 1.42 3.49 -0.014
C -3.02 1.03 2.08 -0.482
O -3.66 0.21 1.46 0.066
C -1.82 1.73 1.51 -0.002
H -4.28 0.87 3.81 0.078
H -2.57 1.22 4.17 0.086
H -3.60 2.50 3.53 0.089
H -0.94 1.52 2.12 0.096
H -1.96 2.81 1.53 0.065
H -1.64 1.40 0.49 0.073
C -2.66 10.30 -1.18 -0.028
C -2.09 9.84 -2.50 -0.517
O -2.67 9.03 -3.19 0.066
C -0.76 10.42 -2.90 -0.026
H -3.62 9.81 -1.00 0.082
H -1.97 10.07 -0.37 0.082
H -2.80 11.39 -1.19 0.083
H -0.01 10.20 -2.14 0.083
H -0.84 11.51 -2.97 0.084
H -0.45 10.01 -3.86 0.081
```

Computed properties:
Total energy ... -1794.5201 a.u.
Kohn-Sham gap ... 10.07 eV
Lowest unoccupied orbital energy ... 0.7 eV
Total charge ... 0
M ... 560.641 u
SMILES ... CCCCCCCCCCCB(CC=O)[C@H](F)CC.CC(C)=O.CC(C)=O.CC(C)=O.CC(C)=O.CC(C)=O

=====

# C31H62BO9P

A cluster of 5 separate species, C31H62BO9P in total at a distorted geometry (ωB97M-V/def2-TZVPD, the OMol25 dataset).

```
104
Properties=species:S:1:pos:R:3:lowdin_charge:R:1
C 3.81 1.70 2.84 -0.063
C 3.80 0.70 1.68 -0.218
O 2.67 0.83 0.81 0.005
B 1.45 0.47 1.34 -0.745
O 0.80 1.27 2.26 0.112
P 0.48 -1.13 0.78 1.095
C 1.08 -2.53 1.87 -0.352
C 0.15 -2.83 3.05 -0.272
C -1.21 -3.39 2.67 -0.193
C -2.25 -2.33 2.23 -0.241
C -3.58 -2.41 2.97 -0.193
C -4.67 -1.48 2.37 -0.178
C -4.14 -0.36 1.47 -0.178
C -5.20 0.69 1.16 -0.164
O -5.14 1.80 2.07 0.000
C -4.14 2.67 1.84 -0.538
C -3.94 3.65 2.95 0.020
O -3.44 2.66 0.84 0.092
C 0.99 -1.55 -0.95 -0.313
C 0.05 -0.82 -1.84 -0.464
C -1.39 -1.51 -2.03 0.014
O -0.13 -1.41 -3.00 -0.083
H 4.81 2.04 3.08 0.075
H 3.37 1.24 3.73 0.071
H 3.15 2.53 2.61 0.078
H 4.67 0.91 1.07 0.113
H 3.90 -0.32 2.05 0.114
H 0.63 0.74 3.04 0.097
H 2.11 -2.38 2.19 0.067
H 1.08 -3.41 1.23 0.077
H 0.04 -1.97 3.71 0.103
H 0.66 -3.58 3.66 0.105
H -1.07 -4.09 1.84 0.110
H -1.62 -3.98 3.49 0.085
H -1.81 -1.36 2.43 0.065
H -2.39 -2.43 1.17 0.092
H -3.40 -2.10 4.00 0.098
H -3.93 -3.44 2.99 0.104
H -5.22 -1.01 3.19 0.109
H -5.31 -2.09 1.75 0.110
H -3.83 -0.78 0.52 0.114
H -3.28 0.16 1.88 0.111
H -6.18 0.25 1.32 0.123
H -5.14 1.02 0.13 0.120
H -3.50 3.13 3.79 0.089
H -3.23 4.40 2.62 0.083
H -4.88 4.11 3.26 0.085
H 1.99 -1.21 -1.22 0.100
H 0.81 -2.60 -1.19 0.095
H 0.04 0.26 -1.78 0.138
H -1.13 -2.18 -1.17 0.033
H -1.80 -2.35 -2.60 0.086
C -4.59 -5.20 6.59 -0.165
C -4.42 -6.69 6.29 -0.169
C -3.77 -6.66 4.92 -0.199
O -3.00 -5.46 4.86 -0.162
C -3.33 -4.62 5.96 -0.206
H -4.69 -4.97 7.65 0.112
H -5.48 -4.82 6.07 0.115
H -3.74 -7.13 7.02 0.113
H -5.35 -7.25 6.31 0.111
H -4.53 -6.62 4.12 0.118
H -3.12 -7.52 4.73 0.117
H -2.50 -4.63 6.67 0.120
H -3.47 -3.60 5.61 0.095
C -1.32 -3.75 -5.81 -0.166
C -2.19 -3.46 -7.03 -0.170
C -3.06 -4.71 -7.09 -0.208
O -3.22 -5.15 -5.74 -0.141
C -2.30 -4.46 -4.89 -0.211
H -0.88 -2.86 -5.36 0.104
H -0.50 -4.43 -6.09 0.115
H -2.80 -2.58 -6.85 0.114
H -1.62 -3.30 -7.95 0.110
H -2.58 -5.51 -7.66 0.116
H -4.05 -4.52 -7.52 0.115
H -2.86 -3.73 -4.29 0.108
H -1.82 -5.17 -4.22 0.117
C 4.42 5.21 -0.76 -0.160
C 3.73 4.03 -1.43 -0.159
C 4.91 3.11 -1.71 -0.202
O 5.86 3.34 -0.66 -0.148
C 5.50 4.52 0.06 -0.202
H 3.76 5.82 -0.15 0.115
H 4.88 5.86 -1.52 0.093
H 3.04 3.56 -0.74 0.107
H 3.19 4.30 -2.34 0.113
H 5.38 3.34 -2.67 0.115
H 4.62 2.05 -1.71 0.111
H 5.12 4.22 1.04 0.107
H 6.39 5.13 0.21 0.114
C 5.57 8.22 -5.85 -0.171
C 6.81 7.72 -5.12 -0.171
C 6.28 7.52 -3.71 -0.210
O 4.90 7.16 -3.84 -0.155
C 4.47 7.40 -5.18 -0.204
H 5.60 8.07 -6.93 0.111
H 5.41 9.28 -5.65 0.113
H 7.13 6.77 -5.54 0.114
H 7.65 8.41 -5.16 0.111
H 6.34 8.45 -3.12 0.118
H 6.81 6.73 -3.17 0.114
H 4.34 6.43 -5.68 0.117
H 3.51 7.91 -5.17 0.116
```

Computed properties:
Total energy ... -2261.5636 a.u.
Kohn-Sham gap ... 8.36 eV
Lowest unoccupied orbital energy ... 0.4 eV
Total charge ... 0
M ... 620.614 u
SMILES ... CCOB(O)P(CCCCCCCCOC(C)=O)C[C@@H]1CO1.C1CCOC1.C1CCOC1.C1CCOC1.C1CCOC1

=====

# C31H62Cl2N2O6P

A cluster of 5 separate species, C31H62Cl2N2O6P in total at a distorted geometry (ωB97M-V/def2-TZVPD, the OMol25 dataset).

```
104
Properties=species:S:1:pos:R:3:lowdin_charge:R:1
C 6.76 -4.51 1.27 0.189
C 5.56 -4.10 0.89 -0.071
N 4.39 -3.62 0.13 -0.051
C 4.11 -2.32 0.38 0.102
C 2.83 -2.05 -0.62 -0.189
C 1.61 -1.78 0.40 -0.144
C 1.05 -3.06 1.21 -0.169
C 1.83 -3.34 2.63 -0.225
O 1.09 -4.41 3.31 -0.120
C 2.72 -3.21 -1.76 -0.366
N 1.39 -3.82 -1.96 0.087
C 0.46 -3.02 -2.49 -0.263
C -1.07 -3.25 -1.95 -0.041
C 0.64 -1.88 -3.61 -0.020
C 3.74 -2.89 -2.96 -0.520
Cl 5.09 -1.62 -2.77 0.582
C 3.74 -3.53 -4.27 -0.623
C 2.71 -4.70 -4.65 -0.122
Cl 4.98 -3.06 -5.56 0.571
C 3.49 -4.36 -0.86 -0.252
P 4.34 -5.81 -1.75 0.798
O 5.18 -6.73 -0.83 -0.476
H 7.85 -4.82 1.50 0.103
H 4.63 -1.59 1.10 0.199
H 3.08 -0.96 -0.97 0.139
H 1.99 -1.01 1.19 0.135
H 0.74 -1.25 -0.15 0.117
H -0.04 -2.80 1.53 0.130
H 0.97 -4.03 0.60 0.103
H 1.72 -2.38 3.28 0.129
H 2.92 -3.67 2.48 0.111
H 0.12 -4.29 3.12 0.103
H -1.11 -4.30 -1.45 0.089
H -1.81 -3.32 -2.85 0.098
H -1.39 -2.48 -1.16 0.090
H -0.30 -1.19 -3.58 0.100
H 1.52 -1.19 -3.28 0.092
H 0.83 -2.29 -4.68 0.094
H 3.19 -5.36 -5.48 0.099
H 2.37 -5.36 -3.78 0.045
H 1.76 -4.23 -5.14 0.090
H 2.80 -4.93 -0.11 0.155
H 5.21 -5.40 -2.84 0.050
H 3.26 -6.64 -2.28 0.047
C 0.84 2.70 -3.82 -0.074
C -0.46 2.58 -3.04 -0.274
O -0.35 1.80 -1.86 -0.182
C 0.58 2.25 -0.88 -0.292
C 0.26 3.64 -0.34 -0.071
H 1.22 1.71 -4.07 0.069
H 0.68 3.26 -4.74 0.084
H 1.61 3.21 -3.25 0.069
H -1.21 2.09 -3.67 0.111
H -0.86 3.57 -2.80 0.115
H 1.60 2.20 -1.28 0.103
H 0.53 1.54 -0.05 0.104
H 0.33 4.40 -1.12 0.075
H 0.97 3.91 0.45 0.083
H -0.75 3.67 0.06 0.080
C 0.31 9.09 1.30 -0.082
C -0.91 8.69 0.50 -0.278
O -1.17 7.29 0.52 -0.169
C -1.42 6.71 1.80 -0.286
C -2.63 7.30 2.51 -0.079
H 1.19 8.55 0.96 0.081
H 0.49 10.17 1.19 0.079
H 0.19 8.88 2.36 0.066
H -0.75 8.95 -0.55 0.119
H -1.80 9.24 0.82 0.107
H -0.52 6.78 2.43 0.106
H -1.60 5.65 1.64 0.106
H -2.49 8.36 2.73 0.067
H -2.81 6.78 3.45 0.078
H -3.52 7.21 1.88 0.084
C -6.61 3.60 -4.14 -0.080
C -5.13 3.39 -4.42 -0.279
O -4.31 3.47 -3.26 -0.169
C -4.58 2.53 -2.23 -0.274
C -4.42 1.08 -2.66 -0.080
H -6.77 4.56 -3.64 0.084
H -7.18 3.59 -5.07 0.079
H -7.01 2.83 -3.49 0.066
H -4.79 4.17 -5.10 0.119
H -4.96 2.43 -4.94 0.104
H -5.58 2.71 -1.80 0.109
H -3.87 2.74 -1.42 0.115
H -5.14 0.81 -3.44 0.068
H -4.58 0.41 -1.81 0.076
H -3.42 0.91 -3.06 0.065
C 0.56 -2.64 6.58 -0.081
C -0.88 -2.51 6.12 -0.281
O -1.55 -3.76 5.98 -0.171
C -1.65 -4.57 7.15 -0.276
C -2.41 -3.90 8.28 -0.079
H 1.13 -3.28 5.90 0.067
H 1.04 -1.66 6.62 0.077
H 0.64 -3.09 7.58 0.071
H -0.89 -2.04 5.14 0.109
H -1.45 -1.86 6.80 0.107
H -0.65 -4.89 7.47 0.108
H -2.18 -5.48 6.85 0.119
H -1.90 -3.00 8.64 0.066
H -2.52 -4.59 9.12 0.080
H -3.41 -3.60 7.94 0.083
```

Computed properties:
Total energy ... -3040.3697 a.u.
Kohn-Sham gap ... 6.43 eV
Lowest unoccupied orbital energy ... -4.6 eV
Total charge ... +1
M ... 660.725 u

=====

# C31H62F3N6O7SSn

A structure of composition C31H62F3N6O7SSn at a distorted geometry (ωB97M-V/def2-TZVPD, the OMol25 dataset).

```
111
Properties=species:S:1:pos:R:3:lowdin_charge:R:1
C 17.46 -9.71 -30.33 -0.093
O 18.63 -10.22 -30.94 -0.254
C 19.25 -9.28 -31.82 -0.169
C 20.19 -10.05 -32.72 -0.075
N 19.36 -11.11 -33.39 0.055
H 18.89 -11.67 -32.68 0.146
H 18.58 -10.69 -33.90 0.189
C 20.08 -12.18 -34.22 -0.066
C 20.88 -11.61 -35.36 -0.194
O 21.93 -10.83 -34.82 -0.221
C 22.80 -10.32 -35.84 -0.068
H 17.66 -8.88 -29.64 0.066
H 16.95 -10.49 -29.77 0.088
H 16.72 -9.36 -31.06 0.104
H 19.80 -8.57 -31.20 0.129
H 18.47 -8.80 -32.43 0.140
H 20.89 -10.60 -32.09 0.143
H 20.70 -9.48 -33.48 0.137
H 19.31 -12.91 -34.50 0.142
H 20.68 -12.66 -33.44 0.135
H 20.20 -10.99 -35.96 0.144
H 21.38 -12.41 -35.92 0.143
H 23.75 -10.14 -35.33 0.098
H 22.47 -9.41 -36.34 0.101
H 23.08 -11.10 -36.55 0.098
C 28.05 -13.90 -25.64 -0.063
O 27.28 -12.91 -24.97 -0.181
C 26.67 -13.31 -23.79 -0.245
C 25.79 -12.17 -23.34 -0.078
N 24.79 -11.82 -24.43 0.068
H 25.35 -11.49 -25.22 0.153
H 24.18 -12.61 -24.62 0.180
C 23.98 -10.58 -24.05 -0.067
C 24.22 -9.47 -25.04 -0.208
O 25.58 -9.47 -25.39 -0.184
C 25.94 -8.39 -26.22 -0.071
H 27.49 -14.79 -25.97 0.094
H 28.72 -14.29 -24.87 0.099
H 28.62 -13.48 -26.45 0.097
H 27.36 -13.62 -23.00 0.147
H 26.08 -14.24 -23.86 0.137
H 26.43 -11.30 -23.23 0.150
H 25.17 -12.42 -22.48 0.146
H 24.28 -10.33 -23.03 0.134
H 22.93 -10.86 -24.03 0.138
H 23.99 -8.54 -24.49 0.144
H 23.54 -9.51 -25.89 0.112
H 27.02 -8.29 -26.25 0.103
H 25.57 -7.43 -25.82 0.099
H 25.55 -8.44 -27.24 0.093
Sn 19.11 -13.59 -29.16 1.152
C 20.83 -8.97 -27.49 -0.659
F 21.18 -8.10 -26.57 0.171
F 20.63 -8.37 -28.67 0.118
F 21.85 -9.84 -27.67 0.109
S 19.33 -9.98 -27.03 0.470
O 19.68 -10.44 -25.70 -0.295
O 18.20 -9.07 -27.00 -0.328
O 19.21 -11.08 -27.98 -0.529
C 24.65 -5.25 -33.39 -0.074
C 23.79 -5.64 -32.16 -0.274
N 24.22 -5.00 -30.93 -0.191
C 23.73 -5.70 -29.75 -0.243
C 22.23 -6.00 -29.75 -0.107
C 23.95 -3.57 -30.93 -0.263
C 24.78 -2.73 -29.97 -0.075
H 24.96 -6.17 -33.88 0.063
H 25.48 -4.59 -33.14 0.075
H 24.03 -4.68 -34.09 0.071
H 22.73 -5.45 -32.39 0.108
H 23.88 -6.73 -32.10 0.104
H 24.28 -6.63 -29.62 0.107
H 24.01 -5.11 -28.87 0.112
H 21.87 -6.73 -30.48 0.058
H 21.96 -6.39 -28.76 0.045
H 21.68 -5.07 -29.85 0.075
H 22.89 -3.25 -30.96 0.119
H 24.29 -3.28 -31.93 0.101
H 25.75 -3.22 -29.88 0.081
H 24.35 -2.63 -28.97 0.065
H 24.93 -1.76 -30.42 0.077
N 17.47 -6.97 -24.75 0.043
C 18.48 -6.05 -24.63 -0.063
C 18.32 -5.38 -23.42 -0.052
C 17.13 -5.86 -22.84 -0.050
C 16.57 -6.75 -23.74 -0.068
H 17.36 -7.68 -25.45 0.107
H 19.15 -5.96 -25.47 0.113
H 19.00 -4.67 -22.99 0.111
H 16.88 -5.47 -21.87 0.116
H 15.67 -7.33 -23.63 0.122
N 15.75 -12.48 -24.38 0.048
C 16.30 -11.27 -24.68 -0.093
C 16.70 -10.59 -23.54 -0.051
C 16.47 -11.49 -22.48 -0.057
C 15.85 -12.60 -23.01 -0.067
H 15.45 -13.22 -24.99 0.155
H 16.43 -11.03 -25.73 0.106
H 17.27 -9.68 -23.51 0.092
H 16.85 -11.38 -21.48 0.112
H 15.53 -13.53 -22.57 0.128
N 17.83 -6.72 -28.47 -0.005
C 16.53 -6.47 -28.81 -0.125
C 16.50 -5.43 -29.72 -0.068
C 17.85 -5.11 -29.99 -0.083
C 18.65 -5.85 -29.14 -0.102
H 18.08 -7.34 -27.71 0.072
H 15.74 -6.99 -28.29 0.118
H 15.62 -4.98 -30.14 0.105
H 18.24 -4.27 -30.54 0.103
H 19.71 -5.88 -28.95 0.077
```

Computed properties:
Total energy ... -2984.4804 a.u.
Kohn-Sham gap ... 1.52 eV
Lowest unoccupied orbital energy ... -11.5 eV
Total charge ... +3
M ... 838.644 u